[1]
A molecular structure, C21H38IrN5O6 in a non-equilibrium geometry, computed with ωB97M-V with the def2-TZVPD basis set.

```
! wB97M-V def2-TZVPD RIJCOSX def2/J DEFGRID3
* xyz 3 2
Ir -0.10 0.11 -0.04
O 0.46 -3.01 -0.71
O -0.83 -1.05 -2.41
O -1.10 -1.69 0.17
O -5.02 -3.34 2.10
O -2.22 0.53 -0.27
O -5.56 -5.43 2.06
N 0.09 1.33 -1.74
N 1.97 -0.09 -0.32
N 0.28 -0.69 1.98
N -4.85 -4.50 1.78
N 0.18 1.88 1.04
C -2.38 -6.22 -0.44
C -1.44 -5.21 -0.62
C 0.76 3.11 0.38
C 2.70 -1.38 1.66
C -0.63 -2.90 -0.22
C -3.18 0.25 0.79
C -2.78 0.19 -1.60
C -2.74 -3.76 0.79
C 1.51 1.40 -2.21
C 0.95 1.65 2.31
C 2.71 -1.31 0.14
C -1.63 -3.97 0.00
C -0.42 -2.12 -3.32
C 0.38 0.43 2.98
C 2.21 0.13 -1.78
C -3.66 -4.78 0.95
C 1.33 -1.76 2.18
C -3.50 -6.01 0.35
C -2.27 -1.08 -2.25
C -0.61 2.66 -1.76
C -0.02 3.69 -0.78
H 1.99 2.28 -1.79
H 3.28 0.15 -1.97
H 1.80 -0.73 -2.30
H 1.32 -1.98 3.25
H -0.78 2.12 1.33
H 1.52 1.53 -3.29
H -0.85 4.29 -0.40
H -2.69 0.46 1.74
H 0.85 2.53 2.94
H 0.98 0.12 3.84
H -2.92 -2.82 1.30
H -3.86 0.12 -1.45
H 2.39 0.68 0.19
H 3.42 -2.14 1.98
H -0.61 -1.16 2.14
H -2.73 -1.13 -3.25
H -4.24 -6.78 0.51
H 0.64 4.40 -1.28
H -2.24 -7.18 -0.92
H -0.62 0.63 3.35
H -2.61 1.05 -2.24
H -0.58 3.03 -2.78
H 0.62 -2.35 -3.12
H -0.56 -5.37 -1.22
H -0.57 -1.78 -4.34
H -0.38 0.70 -2.42
H 3.72 -1.22 -0.26
H 1.78 2.83 0.10
H 2.22 -2.17 -0.30
H -1.64 2.48 -1.50
H 0.87 3.86 1.17
H 3.07 -0.45 2.10
H -4.02 0.93 0.65
H 0.98 -2.65 1.65
H -3.49 -0.79 0.75
H 2.00 1.55 2.06
H -2.56 -1.98 -1.70
H -1.01 -3.01 -3.12
*
```

relative energy (zero: lowest compared OMol25 entry of this formula, charge and spin) = 41.4 kcal per mole
molecular weight = 648.78 g mol⁻¹
F_max = 1.2 eV Å⁻¹
LUMO (spin up / spin down) = -10.52 / -12.18 eV
highest occupied orbital energy (spin up / spin down) = -17.33 / -17.32 eV
gap between HOMO and LUMO (spin up / spin down) = 6.81 / 5.14 eV
⟨S²⟩ = 0.75
DFT total energy = -1651.42453 a.u.

***

[2]
A molecular structure, C52H59AsF3InN2O5S3SbSe, computed with ωB97M-V with the def2-TZVPD basis set.

```
! wB97M-V def2-TZVPD RIJCOSX def2/J DEFGRID3
* xyz -2 2
Sb 2.45 -2.74 0.96
In 0.38 0.28 -0.42
Se -1.71 1.53 1.17
As 2.73 1.49 2.18
S 2.41 -1.38 2.83
S 2.15 -1.42 -0.99
S 4.36 -3.96 0.66
F 2.43 -3.81 -7.59
F 4.22 -3.76 -6.38
F 2.64 -5.16 -5.92
O -0.67 -1.32 0.59
O 1.48 1.35 1.09
O 0.19 3.01 -1.12
O 1.43 1.54 -1.97
O -1.41 0.43 -1.66
N 1.05 2.76 -1.95
N 0.97 -0.98 -3.88
C 4.55 0.61 0.24
C -4.41 3.32 -1.44
C 2.24 -2.88 -5.43
C -1.12 -4.29 1.22
C 0.35 -2.11 -4.21
C 6.68 0.03 1.93
C 0.32 1.93 5.50
C 6.80 -0.17 0.57
C -6.27 -1.30 1.67
C 2.86 0.88 5.07
C 3.34 5.38 0.73
C 3.13 3.40 2.08
C -1.39 -3.54 -1.17
C 3.79 6.09 1.83
C -3.15 1.65 -2.74
C 5.49 0.51 2.46
C -2.11 -3.78 0.17
C -1.50 1.21 -4.57
C -2.75 -2.49 0.67
C 2.89 -1.71 -5.10
C -2.33 1.35 -1.60
C 3.01 4.04 0.85
C 2.89 -3.90 -6.32
C -2.91 0.91 -4.05
C 3.91 5.46 3.06
C 3.58 4.12 3.19
C 2.12 1.39 4.00
C -3.62 3.02 -0.34
C 2.32 0.91 6.35
C -4.76 -1.27 1.41
C -3.14 -4.89 -0.07
C -5.53 4.36 -1.42
C -2.63 2.06 -0.42
C 5.74 0.12 -0.28
C -3.99 -0.13 1.55
C -1.95 -1.31 0.84
C -3.09 -0.60 -3.84
C -2.63 -0.15 1.26
C -6.86 3.69 -1.76
C -7.00 -1.67 0.37
C -4.10 -2.43 0.97
C -6.79 0.06 2.13
C 0.94 -3.10 -4.98
C 2.21 -0.79 -4.31
C -4.14 2.61 -2.62
C -5.67 5.02 -0.04
C -6.60 -2.34 2.75
C -5.24 5.46 -2.45
C -3.90 1.33 -5.14
C 0.86 1.92 4.22
C 4.42 0.78 1.61
C 1.05 1.43 6.57
H -3.89 -4.60 -0.82
H 3.71 0.81 -0.41
H 0.41 -4.01 -5.21
H -0.96 -4.48 -1.53
H -1.39 2.28 -4.75
H -3.81 2.40 -5.38
H -0.59 -2.81 -1.07
H -4.13 -0.82 -3.56
H -6.28 -3.34 2.45
H -6.08 -2.09 3.68
H 2.65 3.48 -0.01
H 4.04 7.14 1.73
H -6.32 0.37 3.06
H -6.04 6.21 -2.44
H -4.75 2.82 -3.48
H -1.65 -4.56 2.14
H -1.31 0.68 -5.51
H -2.86 -1.15 -4.76
H -3.66 -5.18 0.85
H 7.50 -0.21 2.60
H 7.72 -0.58 0.16
H -0.65 -2.24 -3.81
H -4.75 5.54 0.24
H -7.68 4.42 -1.75
H -4.43 0.81 1.84
H 3.23 5.87 -0.23
H -5.17 5.05 -3.46
H -7.87 0.00 2.31
H -7.09 2.91 -1.03
H 3.65 3.63 4.15
H -0.58 -5.16 0.86
H 5.40 0.63 3.53
H -4.29 5.96 -2.22
H -6.69 -2.65 0.01
H -8.09 -1.70 0.54
H -2.62 -5.78 -0.45
H -4.70 -3.32 0.83
H -2.44 -0.95 -3.04
H 2.68 0.14 -3.99
H -0.40 -3.51 1.46
H -5.90 4.29 0.73
H 4.25 6.01 3.93
H -6.61 0.83 1.38
H -4.94 1.13 -4.85
H 3.82 0.41 4.90
H 0.63 1.43 7.56
H -6.79 -0.94 -0.41
H -2.11 -3.18 -1.92
H -6.48 5.75 -0.07
H -7.68 -2.36 2.94
H -0.74 0.90 -3.85
H -0.68 2.32 5.65
H 2.88 0.49 7.17
H 0.29 2.29 3.38
H 3.91 -1.52 -5.41
H -3.78 3.51 0.61
H 5.82 -0.06 -1.34
H -6.83 3.23 -2.74
H -3.69 0.77 -6.05
*
```

relative energy (zero: lowest compared OMol25 entry of this formula, charge and spin) = 0.0 kcal per mole
molecular weight = 1335.71 g mol⁻¹
F_max = 0.3 eV Å⁻¹
LUMO (spin up / spin down) = 3.80 / 3.75 eV
highest occupied orbital energy (spin up / spin down) = -1.77 / -2.55 eV
gap between HOMO and LUMO (spin up / spin down) = 5.56 / 6.30 eV
⟨S²⟩ = 0.76
DFT total energy = -9064.52700 a.u.

***

[3]
C3H5NS2 in the gas phase in a non-equilibrium geometry, computed with ωB97M-V with the def2-TZVPD basis set.

```
! wB97M-V def2-TZVPD RIJCOSX def2/J DEFGRID3
* xyz 0 1
S -3.24 0.33 0.19
S 1.66 1.12 -0.61
N 0.27 -0.86 0.58
C -0.72 -0.62 -0.48
C -1.69 0.33 0.25
C 1.26 -0.12 0.57
H -0.08 -0.25 -1.35
H -1.18 -1.60 -0.79
H 3.00 0.95 -0.66
H -1.21 1.07 0.92
H 1.94 -0.36 1.38
*
```

relative energy (zero: lowest compared OMol25 entry of this formula, charge and spin) = 49.7 kcal per mole
molecular weight = 119.21 g mol⁻¹
F_max = 2.9 eV Å⁻¹
LUMO = -0.14 eV
highest occupied orbital energy = -8.77 eV
gap between HOMO and LUMO = 8.63 eV
DFT total energy = -968.36583 a.u.

***

[4]
2 unconnected molecules or ions with the total composition C3H2O in a non-equilibrium geometry, computed with ωB97M-V with the def2-TZVPD basis set.

```
! wB97M-V def2-TZVPD RIJCOSX def2/J DEFGRID3
* xyz 0 1
O 0.07 -0.31 -2.08
C 0.42 0.15 -1.04
C -0.86 -0.42 2.67
C -0.78 -0.28 1.50
H -0.12 -0.09 -0.10
H 1.27 0.95 -0.94
*
```

relative energy (zero: lowest compared OMol25 entry of this formula, charge and spin) = 158.6 kcal per mole
molecular weight = 54.05 g mol⁻¹
F_max = 3.8 eV Å⁻¹
LUMO (spin up / spin down) = -3.17 / -2.76 eV
highest occupied orbital energy (spin up / spin down) = -11.03 / -10.72 eV
gap between HOMO and LUMO (spin up / spin down) = 7.86 / 7.96 eV
DFT total energy = -190.40981 a.u.

***

[5]
2 unconnected molecules or ions with the total composition C8H13ClSi2 in a non-equilibrium geometry, computed with ωB97M-V with the def2-TZVPD basis set.

```
! wB97M-V def2-TZVPD RIJCOSX def2/J DEFGRID3
* xyz 0 1
Cl -0.47 2.51 -1.69
Si 0.10 -0.44 0.28
Si -1.27 1.40 -0.22
C 1.51 0.52 2.70
C 2.11 -0.32 -2.86
C -1.18 2.41 1.34
C 0.36 -1.97 -0.58
C -1.24 1.87 2.58
C 0.25 -2.05 -2.07
C 2.41 0.58 -2.10
C 0.74 -0.37 2.01
H -1.55 0.85 2.74
H 0.88 -1.21 -2.48
H -1.00 2.29 3.54
H -0.80 -1.55 -2.34
H 1.78 0.41 3.81
H 0.75 -1.34 2.56
H -2.63 1.15 -0.50
H 0.19 -3.12 -2.50
H -0.80 3.45 1.19
H 1.97 1.37 -1.49
H 1.96 1.44 2.24
H 2.17 -1.11 -3.59
H 0.99 -2.70 -0.05
*
```

relative energy (zero: lowest compared OMol25 entry of this formula, charge and spin) = 90.2 kcal per mole
molecular weight = 200.82 g mol⁻¹
F_max = 3.8 eV Å⁻¹
LUMO = -0.11 eV
highest occupied orbital energy = -7.63 eV
gap between HOMO and LUMO = 7.52 eV
DFT total energy = -1351.57653 a.u.

***

[6]
4 unconnected molecules or ions with the total composition C44H90FI2N2O17P4 in a non-equilibrium geometry, computed with ωB97M-V with the def2-TZVPD basis set.

```
! wB97M-V def2-TZVPD RIJCOSX def2/J DEFGRID3
* xyz 1 1
I 2.26 2.91 -4.61
I -4.67 5.86 -4.61
P 10.25 4.00 5.09
P -6.89 -3.70 -0.05
P -2.82 4.47 1.13
P -4.81 -7.57 -5.46
F -2.34 -1.15 2.07
O 9.58 4.86 4.05
O -3.22 -7.17 -5.59
O -0.46 3.89 -4.78
O -4.82 -8.13 -7.03
O -3.22 3.94 2.66
O -7.34 -5.21 0.43
O -5.48 -6.15 -5.99
O -7.76 -2.83 1.06
O -3.06 0.50 3.22
O 10.81 2.88 4.00
O -5.63 -3.80 1.04
O 5.62 1.33 0.42
O 11.65 4.86 5.27
O -5.04 -7.36 -3.99
O 10.78 2.97 6.30
O -7.87 -3.58 -1.20
O 6.22 2.59 -1.35
N -1.69 3.32 0.24
N 1.06 1.93 -0.05
C 10.41 1.58 6.28
C 1.66 3.58 3.07
C -8.57 -1.73 0.65
C 5.34 0.22 -0.49
C -0.04 3.76 -2.44
C 5.18 3.74 0.42
C -6.53 -5.52 -5.25
C -2.26 3.19 -1.14
C -2.57 1.16 1.03
C -1.27 2.04 0.92
C 5.74 2.50 -0.28
C 5.83 4.30 1.44
C 0.28 1.14 2.90
C -2.05 -9.26 -5.99
C 11.57 5.82 7.50
C 10.70 3.24 1.62
C -5.80 -6.96 -8.89
C 2.20 -1.24 0.49
C 0.20 3.65 2.47
C -0.71 1.33 -1.59
C -5.50 -6.68 -0.19
C 4.79 -0.95 0.39
C -5.16 -2.62 1.70
C -2.86 4.50 -1.78
C -4.44 4.54 -1.81
C 10.07 2.57 2.82
C -2.24 -8.06 -5.08
C 11.63 6.07 6.01
C -6.01 -8.02 -7.83
C -2.65 0.17 2.19
C -6.00 -4.35 -4.46
C -0.20 -0.30 0.13
C -5.57 -2.67 3.16
C 3.54 -1.64 -0.23
C -0.27 1.26 -0.06
C -1.79 6.02 1.45
C -10.03 -2.13 0.63
C 11.63 0.75 5.93
C -6.96 -6.33 -0.37
C -0.57 2.29 2.31
C -4.81 5.93 -2.44
C 1.08 -0.93 -0.56
C 0.32 3.62 -3.96
C -1.14 2.72 -2.13
H 12.44 0.95 6.64
H 4.61 -0.57 1.41
H -4.07 -2.62 1.64
H 2.02 4.63 3.11
H -2.51 -8.38 -4.07
H -1.53 6.14 2.52
H -5.19 -3.58 3.63
H -2.71 0.58 0.09
H 0.83 -1.90 -1.03
H 5.74 5.37 1.67
H 2.33 2.92 2.51
H 1.91 -2.10 1.12
H -2.94 -9.89 -6.00
H 10.78 4.32 1.76
H -4.77 3.71 -2.45
H 1.71 1.44 0.55
H -5.52 -1.71 1.21
H -7.04 -6.24 -4.61
H 3.69 -2.73 -0.14
H -7.20 -6.14 -1.42
H -8.25 -1.34 -0.32
H -0.35 4.27 3.21
H -7.58 -7.17 -0.04
H -0.20 -0.70 1.15
H -8.42 -0.93 1.38
H 0.10 0.94 -2.25
H 12.55 6.60 5.76
H -3.06 2.44 -1.26
H -5.25 -7.61 -0.70
H -0.23 0.16 2.97
H 10.07 1.32 7.28
H -2.41 5.45 -1.45
H -6.17 -8.99 -8.31
H 4.61 0.56 -1.26
H -1.41 2.31 3.04
H -7.27 -5.17 -5.98
H -3.13 4.65 3.31
H 3.49 -1.40 -1.31
H 10.79 6.70 5.68
H 0.44 1.37 3.97
H -0.87 5.94 0.82
H -3.50 1.75 1.09
H 10.11 3.06 0.72
H -4.88 4.54 -0.80
H -2.39 6.85 1.04
H 0.34 4.28 1.58
H 0.93 3.61 -1.92
H 9.02 2.85 2.93
H 10.10 1.49 2.69
H 4.25 4.23 0.09
H -10.36 -2.40 1.63
H -1.87 -8.94 -7.02
H -4.93 -7.19 -9.50
H -6.65 -2.69 3.27
H -10.65 -1.31 0.26
H -5.19 -1.80 3.70
H -1.69 2.54 -3.08
H -6.78 -3.90 -3.85
H 1.56 3.28 4.13
H -1.05 -0.81 -0.38
H 2.43 -0.39 1.15
H -2.62 4.45 -2.87
H 12.35 5.12 7.80
H -5.62 -5.98 -8.45
H 11.40 -0.31 5.95
H -1.57 0.65 -1.79
H 6.30 -0.03 -0.97
H 1.48 1.85 -0.98
H -6.68 -6.88 -9.54
H -4.86 -5.89 -0.60
H -0.30 4.82 -2.31
H -5.86 6.15 -2.22
H -5.18 -4.65 -3.80
H 1.27 0.95 2.46
H -1.31 -7.50 -5.01
H -6.89 -7.81 -7.22
H 11.71 2.86 1.46
H 12.02 1.00 4.94
H -10.20 -3.00 -0.01
H 1.54 -0.26 -1.31
H 10.61 5.37 7.78
H 6.44 3.67 2.10
H -0.83 3.85 0.06
H 11.69 6.75 8.06
H -5.25 -6.77 0.87
H 5.62 -1.68 0.47
H 9.59 1.39 5.59
H -5.60 -3.59 -5.13
H -4.17 6.74 -2.06
H -1.21 -9.87 -5.66
*
```

molecular weight = 1315.90 g mol⁻¹
F_max = 8.9 eV Å⁻¹
LUMO = -2.50 eV
highest occupied orbital energy = -11.18 eV
gap between HOMO and LUMO = 8.68 eV
DFT total energy = -5179.46567 a.u.

***

[7]
2 unconnected molecules or ions with the total composition C3H9NO in a non-equilibrium geometry, computed with ωB97M-V with the def2-TZVPD basis set.

```
! wB97M-V def2-TZVPD RIJCOSX def2/J DEFGRID3
* xyz 0 1
O -0.77 1.44 1.79
N 0.44 0.70 -0.97
C 0.44 1.60 2.07
C -0.34 -1.61 -0.10
C -0.10 -0.68 -1.38
H -1.07 -0.61 -1.92
H -0.33 1.13 -0.50
H 0.45 -1.53 0.61
H 1.22 1.43 1.35
H 0.54 1.17 -1.83
H 0.77 1.82 3.03
H -1.34 -1.17 0.40
H -0.43 -2.61 -0.35
H 0.53 -1.07 -2.21
*
```

relative energy (zero: lowest compared OMol25 entry of this formula, charge and spin) = 50.4 kcal per mole
molecular weight = 75.11 g mol⁻¹
F_max = 4.7 eV Å⁻¹
LUMO = 0.65 eV
highest occupied orbital energy = -9.48 eV
gap between HOMO and LUMO = 10.12 eV
DFT total energy = -249.63345 a.u.

***

[8]
A molecular structure, C14H19FeNO3PS4 in a non-equilibrium geometry, computed with ωB97M-V with the def2-TZVPD basis set.

```
! wB97M-V def2-TZVPD RIJCOSX def2/J DEFGRID3
* xyz 0 2
Fe -0.12 0.40 -0.17
S -1.22 0.01 1.82
S -0.77 1.45 -1.94
S -1.11 -1.37 -0.90
S 0.97 0.00 3.94
P 2.00 -0.05 -0.78
O 2.81 -0.91 0.25
O 2.37 -0.61 -2.23
O 2.89 1.28 -0.88
N 1.09 1.27 1.70
C -1.70 -0.97 -2.43
C 0.31 0.50 2.42
C -1.93 0.71 -4.31
C 3.32 2.36 1.92
C -1.50 0.29 -2.93
C 4.24 -1.05 0.18
C 1.74 -1.75 -2.83
C 2.37 2.52 -1.36
C 4.44 2.54 2.72
C 4.55 1.90 3.96
C 2.30 1.53 2.37
C -2.42 -2.04 -3.21
C 3.53 1.08 4.42
C 2.41 0.91 3.61
H 0.67 -1.60 -2.88
H 2.17 2.47 -2.43
H -2.01 -0.15 -4.99
H 1.46 2.80 -0.83
H 3.24 2.86 0.97
H -1.78 -2.44 -4.00
H 1.96 -2.65 -2.26
H 4.47 -2.10 0.36
H 4.62 -0.74 -0.79
H 2.16 -1.83 -3.83
H -2.69 -2.87 -2.56
H -2.91 1.20 -4.29
H 5.24 3.18 2.38
H 5.43 2.05 4.57
H 3.60 0.59 5.38
H -1.23 1.42 -4.73
H 3.13 3.27 -1.17
H -3.33 -1.66 -3.68
H 4.68 -0.43 0.96
*
```

relative energy (zero: lowest compared OMol25 entry of this formula, charge and spin) = 25.3 kcal per mole
molecular weight = 464.40 g mol⁻¹
F_max = 1.4 eV Å⁻¹
LUMO (spin up / spin down) = 0.40 / -1.13 eV
highest occupied orbital energy (spin up / spin down) = -7.38 / -7.81 eV
gap between HOMO and LUMO (spin up / spin down) = 7.79 / 6.68 eV
⟨S²⟩ = 1.09
DFT total energy = -4023.22552 a.u.

***

[9]
2 unconnected molecules or ions with the total composition C10H15ClN3 in a non-equilibrium geometry, computed with ωB97M-V with the def2-TZVPD basis set.

```
! wB97M-V def2-TZVPD RIJCOSX def2/J DEFGRID3
* xyz 1 1
Cl 2.70 -2.34 0.12
N -0.49 -1.89 0.86
N -1.84 -3.28 -0.48
N -0.08 -0.65 1.03
C -1.82 -0.74 -0.54
C -1.56 1.20 1.12
C 1.76 -0.28 -1.33
C 2.17 2.04 -0.84
C -1.33 -2.12 -0.09
C -0.86 0.18 0.24
C 2.73 0.26 0.89
C 2.73 1.69 0.36
C 1.44 1.07 -1.54
C 2.21 -0.68 -0.11
H -1.65 -0.76 -1.67
H -1.20 -4.02 -0.33
H -0.18 0.75 -0.54
H 3.69 -0.07 1.07
H -0.02 -2.56 1.35
H -1.86 2.10 0.41
H -2.33 0.84 1.78
H 2.22 3.08 -1.26
H -0.72 1.67 1.65
H 2.23 0.06 1.84
H 3.45 2.39 0.85
H -2.86 -0.39 -0.56
H 0.99 1.25 -2.42
H -2.23 -3.08 -1.38
H 1.64 -1.06 -2.05
*
```

relative energy (zero: lowest compared OMol25 entry of this formula, charge and spin) = 104.6 kcal per mole
molecular weight = 212.70 g mol⁻¹
F_max = 4.4 eV Å⁻¹
LUMO (spin up / spin down) = -4.72 / -4.18 eV
highest occupied orbital energy (spin up / spin down) = -10.68 / -11.89 eV
gap between HOMO and LUMO (spin up / spin down) = 5.96 / 7.71 eV
DFT total energy = -1014.10828 a.u.

***

[10]
C3H7NO2 in the gas phase in a non-equilibrium geometry, computed with ωB97M-V with the def2-TZVPD basis set.

```
! wB97M-V def2-TZVPD RIJCOSX def2/J DEFGRID3
* xyz 0 1
O 0.90 1.15 -0.91
O 0.38 -0.78 0.13
N 2.47 0.21 0.41
C -0.96 -0.70 -0.61
C -1.84 0.15 0.28
C 1.21 0.25 -0.16
H -0.74 -0.26 -1.58
H -2.04 1.16 -0.08
H 2.71 -0.35 1.21
H -1.31 -1.74 -0.70
H -2.73 -0.31 0.72
H 3.04 1.03 0.24
H -1.08 0.19 1.05
*
```

relative energy (zero: lowest compared OMol25 entry of this formula, charge and spin) = 18.3 kcal per mole
molecular weight = 89.09 g mol⁻¹
F_max = 1.6 eV Å⁻¹
LUMO = 0.96 eV
highest occupied orbital energy = -10.27 eV
gap between HOMO and LUMO = 11.23 eV
DFT total energy = -323.75178 a.u.